#a
Below is the molecule CH5N3O, with properties calculated with ωB97M-V with the def2-TZVPD basis set.

XYZ file:
```
10
Properties=species:S:1:pos:R:3:mulliken_charge:R:1
C -0.657 0.461 -0.149 0.501
H 2.484 0.029 -0.773 0.246
H 2.262 0.312 0.811 0.215
H 0.509 -1.309 0.281 0.219
H -1.844 -1.300 -0.093 0.209
H -2.641 0.347 0.403 0.290
N 1.802 0.382 -0.107 -0.525
N 0.558 -0.286 -0.123 -0.122
N -1.815 -0.300 -0.161 -0.489
O -0.658 1.664 -0.089 -0.543
```

Structure (SMILES): NNC(N)=O
Charge: 0
Highest occupied orbital energy in eV: -9.68
HOMO-LUMO gap in eV: 10.397


#b
Below is the molecule CH5N3O, with properties calculated with ωB97M-V with the def2-TZVPD basis set.

XYZ file:
```
10
Properties=species:S:1:pos:R:3:mulliken_charge:R:1
C 0.034 1.071 0.108 0.431
H -0.152 -1.847 -1.159 0.284
H 1.095 -1.650 -0.262 0.235
H 0.494 0.120 -1.743 0.259
H -0.823 1.194 1.966 0.261
H -0.618 -0.396 1.187 0.350
N 0.088 -1.237 -0.295 -0.676
N 0.051 0.057 -0.777 -0.073
N -0.226 0.557 1.413 -0.474
O 0.058 2.130 -0.439 -0.597
```

Structure (SMILES): NNC(N)=O
Charge: 0
Highest occupied orbital energy in eV: -9.56
HOMO-LUMO gap in eV: 10.205


#c
Below is the molecule CH5N3O, with properties calculated with ωB97M-V with the def2-TZVPD basis set.

XYZ file:
```
10
Properties=species:S:1:pos:R:3:mulliken_charge:R:1
C -0.470 0.127 -0.030 0.544
H 1.650 0.908 0.254 0.266
H 2.598 -0.506 0.511 0.244
H 0.421 -1.564 -0.418 0.279
H -1.708 -1.048 0.834 0.273
H -2.405 0.105 0.053 0.316
N 1.842 -0.040 -0.097 -0.586
N 0.570 -0.706 0.033 -0.042
N -1.634 -0.607 -0.089 -0.649
O -0.398 1.352 0.002 -0.644
```

Structure (SMILES): NNC(N)=O
Charge: 0
Highest occupied orbital energy in eV: -9.01
HOMO-LUMO gap in eV: 9.870


It is #c that is most stable; the runner-up trails by 11.5 kcal/mol.


#a
Below is the molecule C4H5FN2S, with properties calculated with ωB97M-V with the def2-TZVPD basis set.

XYZ file:
```
13
Properties=species:S:1:pos:R:3:mulliken_charge:R:1
C -0.932 0.728 -1.091 0.398
C -0.130 1.067 0.025 -0.507
C 0.378 -0.142 0.456 0.156
C 1.285 -0.527 1.570 -0.094
H -2.367 0.896 -2.895 0.160
H 0.034 2.029 0.454 0.384
H 2.258 -0.040 1.461 0.232
H 0.840 -0.253 2.577 0.221
H 0.068 -2.055 -0.325 0.285
N -0.123 -1.076 -0.369 0.360
N -0.923 -0.573 -1.332 -1.001
F 1.467 -1.906 1.545 -0.306
S -1.856 1.852 -2.077 -0.289
```

Structure (SMILES): FCc1cc(S)n[nH]1
Charge: 0
Highest occupied orbital energy in eV: -8.56
HOMO-LUMO gap in eV: 9.456


#b
Below is the molecule C4H5FN2S, with properties calculated with ωB97M-V with the def2-TZVPD basis set.

XYZ file:
```
13
Properties=species:S:1:pos:R:3:mulliken_charge:R:1
C 1.381 -1.130 0.029 -0.415
C -0.892 -1.613 -0.080 0.219
C 1.232 0.131 -0.231 0.409
C 1.006 1.475 -0.101 -0.697
N 0.279 -2.008 0.267 -0.520
N -1.251 -0.396 -0.581 -0.329
F -2.644 1.274 1.042 -0.345
S -2.493 0.510 -0.543 0.224
H 2.278 -1.759 0.085 0.391
H -1.733 -2.157 0.323 0.391
H 1.699 1.909 0.672 0.267
H 1.289 2.070 -1.061 0.254
H -0.149 1.693 0.178 0.150
```

Charge: 0
Highest occupied orbital energy (alpha / beta) in eV: -8.75 / -7.85
HOMO-LUMO gap (alpha / beta) in eV: 8.305 / 6.202


It is #a that is most stable; the runner-up trails by 113.7 kcal/mol.


#a
Below is a cluster of 2 separate species, C3H8O2S2 in total, with properties calculated with ωB97M-V with the def2-TZVPD basis set.

XYZ file:
```
15
Properties=species:S:1:pos:R:3:mulliken_charge:R:1
C 0.027 0.322 2.504 -0.840
S 1.016 0.062 0.983 -0.080
S 0.217 1.407 -0.346 -0.033
C 1.387 1.395 -1.751 -0.763
H 0.182 1.319 2.900 0.300
H -1.014 0.025 2.435 0.310
H 0.462 -0.423 3.189 0.300
H 1.448 0.374 -2.166 0.255
H 0.895 2.071 -2.473 0.307
H 2.380 1.803 -1.499 0.293
O -1.864 -2.745 -1.840 -0.477
C -1.397 -1.895 -1.117 0.550
O -1.975 -1.426 0.015 -0.395
H -0.421 -1.435 -1.326 0.023
H -1.343 -0.856 0.492 0.249
```

Structure (SMILES): CSSC.O=CO
Charge: 0
Highest occupied orbital energy in eV: -8.50
HOMO-LUMO gap in eV: 8.874


#b
Below is a cluster of 2 separate species, C3H8O2S2 in total, with properties calculated with ωB97M-V with the def2-TZVPD basis set.

XYZ file:
```
15
Properties=species:S:1:pos:R:3:mulliken_charge:R:1
C 0.798 -0.271 -0.852 -0.080
C 1.228 -1.056 0.351 -0.199
O 2.318 -0.756 0.938 -0.556
C -0.609 -0.832 -1.257 -0.879
S -1.679 0.553 -1.879 -0.121
S -2.376 1.477 -0.040 -0.166
H 0.729 0.852 -0.582 0.277
H 1.577 -0.159 -1.603 0.381
H 0.713 -1.989 0.690 0.346
H -0.420 -1.431 -2.080 0.409
H -1.267 -1.442 -0.617 0.401
H -3.621 1.115 -0.160 0.153
H 1.200 0.769 1.779 0.370
H 0.917 1.798 3.023 0.288
O 0.491 1.374 2.288 -0.625
```

Structure (SMILES): O=CCCSS.O
Charge: 0
Highest occupied orbital energy in eV: -9.15
HOMO-LUMO gap in eV: 9.214


It is #a that is most stable; the runner-up trails by 28.7 kcal/mol.


#a
Below is a structure of composition C6H12O4, with properties calculated with ωB97M-V with the def2-TZVPD basis set.

XYZ file:
```
22
Properties=species:S:1:pos:R:3:mulliken_charge:R:1
C 3.350 -0.915 1.225 -1.010
C 1.857 -0.913 1.304 0.855
O 1.253 -1.189 2.369 -0.714
H 3.690 -1.851 0.761 0.249
H 3.686 -0.084 0.590 0.286
H 3.770 -0.838 2.231 0.347
O 1.214 -0.858 0.182 -0.492
C -0.196 0.344 -0.131 0.164
C -0.752 -0.031 -1.518 -0.508
C -1.653 1.143 -1.898 -0.477
C -2.158 1.591 -0.538 -0.376
O -1.072 1.345 0.361 -0.315
H 0.661 1.024 -0.283 0.299
H 0.042 -0.192 -2.256 0.294
H -1.310 -0.972 -1.425 0.247
H -1.074 1.950 -2.367 0.276
H -2.465 0.855 -2.577 0.290
H -2.414 2.655 -0.471 0.301
H -3.033 0.995 -0.227 0.259
O -1.361 -1.004 1.514 -0.738
H -1.712 -1.703 0.956 0.277
H -0.324 -1.351 2.197 0.486
```

Charge: 0
Highest occupied orbital energy in eV: -9.71
HOMO-LUMO gap in eV: 9.491


#b
Below is a cluster of 3 separate species, C6H12O4 in total, with properties calculated with ωB97M-V with the def2-TZVPD basis set.

XYZ file:
```
22
Properties=species:S:1:pos:R:3:mulliken_charge:R:1
C -0.832 -0.392 1.909 0.691
C 0.235 1.557 -1.732 0.126
C -0.671 2.517 -1.712 -0.765
O -0.020 -1.075 2.708 -0.399
O -2.037 -0.984 1.786 -0.439
O -0.630 0.763 1.606 -0.636
H 0.879 0.942 0.729 0.362
H -0.347 -1.978 2.834 0.364
H -2.635 -0.416 1.281 0.334
H 0.035 0.619 -2.234 0.285
H -0.492 3.454 -1.206 0.240
H -1.627 2.411 -2.201 0.276
C 1.550 1.635 -1.009 -0.559
C -0.022 -1.696 -0.302 -0.393
C 0.275 -2.897 0.167 -0.746
O 1.615 0.733 0.084 -0.562
H 0.734 -0.841 -0.236 0.283
H 1.726 2.659 -0.657 0.379
H 2.366 1.347 -1.680 0.246
H -0.888 -1.542 -0.931 0.305
H 1.147 -3.059 0.786 0.334
H -0.361 -3.757 0.009 0.274
```

Structure (SMILES): O=C(O)O.C=CCO.C=C
Charge: 0
Highest occupied orbital energy in eV: -9.72
HOMO-LUMO gap in eV: 10.223


#c
Below is a structure of composition C6H12O4, with properties calculated with ωB97M-V with the def2-TZVPD basis set.

XYZ file:
```
22
Properties=species:S:1:pos:R:3:mulliken_charge:R:1
C 0.481 -1.567 1.026 0.014
C -1.167 0.057 0.620 -0.181
C 1.459 0.442 -0.186 -0.650
C -2.051 0.371 -0.566 -1.236
C 1.230 1.432 -1.326 -1.164
C 0.370 -0.617 -0.098 1.325
O 0.967 -1.208 2.199 -0.428
O 0.179 -2.750 0.707 -0.657
O -0.889 1.139 1.449 -0.562
O 0.111 -1.345 -1.201 -0.855
H 0.876 -1.943 2.826 0.383
H 0.008 -2.428 -0.587 0.475
H -0.587 1.882 0.909 0.389
H -1.646 -0.693 1.255 0.495
H 2.391 -0.096 -0.373 0.390
H 1.553 0.938 0.780 0.388
H -1.646 1.195 -1.152 0.233
H -2.119 -0.496 -1.220 0.328
H -3.048 0.644 -0.214 0.399
H 0.428 2.138 -1.106 0.229
H 2.135 2.011 -1.507 0.392
H 0.966 0.894 -2.235 0.295
```

Charge: 0
Highest occupied orbital energy in eV: -8.65
HOMO-LUMO gap in eV: 9.163


It is #c that is most stable; the runner-up trails by 10.6 kcal/mol.